A 2-piece molecular cluster, C6H14N2O2 overall in a non-equilibrium geometry, computed with the ωB97M-V functional and the def2-TZVPD basis.

Properties
SMILES string: CNC(C)=O.CNC(C)=O
Maximum force in Eh/bohr: 0.02335
Frontier orbital gap in Ha: 0.3558
Net charge: 0
HOMO energy in eV: -9.1387

The geometry in XYZ format:
```
24
Properties=species:S:1:pos:R:3:mulliken_charge:R:1
C 2.355 -0.024 0.628 -0.805
N 2.403 1.103 -0.285 -0.179
C 1.349 1.387 -1.088 0.654
C 1.615 2.397 -2.178 -1.242
O 0.273 0.828 -0.953 -0.609
H 3.332 -0.465 0.759 0.356
H 1.942 0.247 1.596 0.244
H 1.732 -0.829 0.227 0.247
H 3.311 1.506 -0.457 0.240
H 2.090 3.281 -1.768 0.375
H 0.684 2.651 -2.675 0.305
H 2.264 1.933 -2.922 0.325
C -2.184 -0.451 2.498 -0.994
N -1.744 -0.685 1.126 -0.094
C -2.209 -1.755 0.427 0.618
C -1.680 -1.817 -0.976 -0.556
O -2.985 -2.553 0.915 -0.658
H -1.679 0.434 2.848 0.383
H -3.256 -0.258 2.513 0.277
H -1.941 -1.289 3.138 0.284
H -1.069 -0.048 0.722 0.284
H -0.883 -1.089 -1.136 0.046
H -1.261 -2.802 -1.225 0.255
H -2.461 -1.703 -1.735 0.244
```